# C4H6N2O

C4H6N2O in the gas phase at a distorted geometry (ωB97M-V/def2-TZVPD, the OMol25 dataset).

Calculated values
Structure (SMILES): [H]/N=C(C=O)\C=N\C
Relative energy (zero: lowest compared OMol25 entry of this formula, charge and spin) (eV): 5.605
Lowest unoccupied orbital energy (eV): -1.11
Frontier orbital gap (eV): 7.623
E_HOMO (eV): -8.7

Structure (ORCA input):
```
! wB97M-V def2-TZVPD RIJCOSX def2/J DEFGRID3
* xyz 0 1
C 0.4179 -0.9115 -1.0509
H 0.7535 -1.9062 0.9190
C 0.3531 -1.0338 0.4025
O 1.5846 1.4279 -1.0470
H -1.3726 1.1696 0.6557
H -0.1782 1.8948 1.7479
C -0.6464 0.9540 1.4509
N 0.3966 0.1049 0.9842
H -0.3607 -2.5528 -1.6755
N -0.0460 -1.6255 -1.9782
C 0.5525 0.8079 -1.0713
H -1.1373 0.5095 2.3176
H -0.3169 1.1612 -1.6549
*
```

Atom charges from the natural (NBO) analysis, given in e for atoms 1 to 6: C 0.1378; H 0.1665; C 0.1727; O -0.5356; H 0.1824; H 0.2235

# C28H38N4OP2Sn

A molecular structure, C28H38N4OP2Sn at a distorted geometry (ωB97M-V/def2-TZVPD, the OMol25 dataset).

Calculated values
Lowest unoccupied orbital energy (alpha / beta) (eV): 0.36 / 0.36
Frontier orbital gap (alpha / beta) (eV): 6.557 / 6.558
E_HOMO (alpha / beta) (eV): -6.2 / -6.2

Structure (ORCA input):
```
! wB97M-V def2-TZVPD RIJCOSX def2/J DEFGRID3
* xyz 0 1
H -2.3402 4.3539 -8.5966
H 1.8944 -0.8726 -1.7185
C -2.1658 3.3761 -8.1685
C 3.5842 0.3235 -9.4498
H 0.8363 2.5845 -2.6208
P -1.7288 -0.5473 -8.2023
H 0.7685 0.0767 -3.9640
H 2.4122 1.1274 -0.5329
C -1.7694 1.7185 -6.6898
C 1.3715 -1.2010 0.9962
C -2.0848 2.2016 -8.8740
Sn 0.0000 0.0000 0.0000
H -6.2608 -0.9786 -10.1357
H 3.5476 -0.0355 -10.4663
C 0.4402 -0.2144 -9.9134
H -1.5834 1.0781 -5.8401
H -0.8389 1.7115 -3.2579
C -1.0484 -0.5857 -9.9249
C -4.3297 -0.3353 -9.3282
H -1.6389 0.1153 -10.5263
C -1.9675 3.0720 -6.7867
H -3.2059 -2.9917 -7.7834
N -1.8357 1.1667 -7.9706
H 1.2798 -1.0924 2.0817
H -2.1699 2.0152 -9.9334
H 0.9150 -0.4028 -10.8833
C -5.0303 -2.4608 -8.9754
H 1.1659 -2.2500 0.7457
C 2.1537 -3.7835 -9.1240
H 5.1307 1.8710 -9.3571
H 1.9341 -3.9784 -8.0844
N 2.7590 -0.2235 -8.4737
C 3.0232 0.4208 -7.2655
C -1.2265 1.7791 -0.5398
H 2.9512 -5.6194 -10.0060
C 1.2270 -0.0242 -1.8587
C 2.6670 -4.5820 -10.1136
H 4.4417 2.0004 -6.7264
N 1.9016 -2.5189 -9.6591
C 1.0156 2.5295 -1.5435
H -2.4122 0.1658 -1.2330
H -1.7960 0.2679 -3.5123
C 1.5393 1.1497 -1.1811
H 3.0913 -4.1180 -12.2729
H 2.4757 0.1431 -6.3768
C 0.2620 -0.1595 -3.0156
N -3.3771 -0.9976 -8.5622
C 2.7404 -3.7935 -11.3028
C -3.8140 -2.3057 -8.3548
H -0.0286 -1.2139 -3.0753
H -5.6304 -3.3599 -8.9763
C -5.3583 -1.2116 -9.5867
H -1.1692 -1.5823 -10.3591
C 2.2722 -2.5381 -11.0051
C -1.5394 0.7765 -1.4520
H 2.1596 -1.6670 -11.6319
H -0.2080 -1.0215 3.8041
C 4.0086 1.3549 -7.4778
H -1.9623 3.7728 -5.9637
H 1.7947 3.2671 -1.3243
H -4.1931 0.6984 -9.6038
C -0.2626 2.9231 -0.7637
H 2.4029 -0.9698 0.7006
C 4.3668 1.2889 -8.8594
C 0.0000 0.0000 3.4201
O 0.0000 0.0000 2.0000
H 0.0287 3.3007 0.2223
P 1.3406 -1.2268 -8.6499
H -0.7702 3.7543 -1.2768
H -0.7983 0.6806 3.7801
H 0.5452 0.8514 -9.6914
H -1.8930 1.9032 0.3117
C -1.0169 0.7020 -2.8772
H 0.9757 0.3674 3.8038
*
```

Atom charges from the Löwdin analysis, given in e for atoms 1 to 6: H 0.0968; H 0.1100; C -0.0879; C -0.1388; H 0.1010; P 1.0148

# C5H11NO

A molecular structure, C5H11NO at a distorted geometry (ωB97M-V/def2-TZVPD, the OMol25 dataset).

Calculated values
Relative energy (zero: lowest compared OMol25 entry of this formula, charge and spin) (eV): 9.090
Lowest unoccupied orbital energy (eV): 0.79
Frontier orbital gap (eV): 9.324
E_HOMO (eV): -8.5

Structure (ORCA input):
```
! wB97M-V def2-TZVPD RIJCOSX def2/J DEFGRID3
* xyz 0 1
N -1.2017 -0.3850 -0.3840
H 2.3589 -0.5583 0.0487
H 0.5489 -0.8693 2.5003
C -1.1906 0.3465 -1.6794
H 1.5779 1.3400 0.8805
H -1.0898 -1.5133 1.8653
O 1.6004 1.1657 0.0096
H -0.1757 1.5250 0.7265
C 1.3490 -0.2059 -0.4319
H 1.5776 -0.0173 -1.5909
H -0.6132 1.4025 -0.9607
C -0.1330 -0.7962 1.5237
H 0.0804 -2.2099 -0.3113
H -0.2938 -0.0428 -2.6393
H -1.7068 0.7458 1.8329
C 0.2067 -1.0334 -0.0001
C -0.9459 0.5637 0.9845
H -2.3732 0.3186 -2.1204
*
```

Atom charges from the natural (NBO) analysis, given in e for atoms 1 to 6: N -0.4726; H 0.2082; H 0.2315; C -0.4842; H 0.4613; H 0.2242

Question: Which formula does entry 2 have?
Answer: C28H38N4OP2Sn